128
Properties=species:S:1:pos:R:3:forces:R:3:mulliken_charge:R:1 method="wB97M-V/def2-TZVPD" fmax_ev_per_a=2.92 homo_lumo_gap_ev=3.7 charge=+1 total_energy_ev=-71683.662 lumo_ev=-5.0 homo_ev=-8.74 spin_multiplicity=1
O -2.44731 -2.93521 -5.56442 0.86 -1.42 1.45 -0.62
O -1.20346 -4.65900 -4.97479 -1.39 1.91 0.54 -0.62
N 1.84337 0.21806 0.29895 0.96 0.71 -0.06 2.15
N -6.32347 1.11117 5.23476 0.35 -0.35 -0.11 0.16
N 1.58529 0.01605 -1.89655 0.91 0.85 0.25 2.17
N 2.88580 0.91955 -0.28540 -0.52 -0.09 -2.01 -1.98
N -1.89187 -3.64484 -4.69754 -0.04 -1.26 -2.63 1.12
C 0.99422 -0.30133 -0.65146 -1.11 -0.78 0.37 1.00
C 0.09566 3.07072 3.37395 -0.21 -0.01 0.37 -2.11
C 2.70963 0.81955 -1.59588 -0.64 -0.46 2.27 -0.06
C 1.06399 -0.16911 -3.24652 -0.45 -0.19 -0.34 -2.02
C 1.43796 -0.81303 4.37332 -0.06 0.01 -0.02 -1.81
C 2.25361 -3.03411 -2.36171 -0.24 -0.20 0.44 -1.30
C -2.46248 -1.93124 -3.10176 0.26 -0.45 -0.19 -0.53
C 2.66307 -3.45813 1.12290 -0.32 -0.15 -0.05 -1.85
C 0.20121 0.79298 -3.83800 -0.23 0.09 0.04 1.29
C -5.18356 1.88743 5.29077 -0.05 -0.88 0.03 1.25
C 5.66837 2.82456 -2.65519 -0.39 -0.13 -0.23 -0.90
C 0.58034 2.22006 2.19518 0.18 -0.08 0.26 3.00
C 3.59955 1.52654 -2.51689 1.02 0.67 -0.66 1.81
C 2.81364 -3.37324 -4.74197 -0.07 -0.01 -0.10 -2.46
C -2.75163 3.17397 5.82812 0.53 -0.97 -0.54 -0.46
C -3.96287 1.33142 4.76475 -0.29 0.46 0.12 0.71
C 1.04773 0.45774 3.95630 -0.04 -0.08 0.12 -0.28
C 4.44454 2.26839 -4.67870 0.13 0.12 0.28 -1.18
C 0.48926 2.70811 -2.09732 0.19 0.23 0.48 -1.20
C -6.19228 -2.84179 3.82447 0.96 0.22 -0.41 -0.67
C 4.09791 -1.65512 0.22392 0.07 0.13 -0.58 -1.99
C -6.27877 -0.19919 4.78239 0.53 0.55 0.07 0.58
C -0.17392 -0.94343 -0.28768 1.09 0.57 -0.18 -0.82
C -3.96308 3.79502 6.17295 -0.87 -0.60 -0.30 -0.87
C -2.75401 1.96406 5.13845 0.35 0.88 0.24 -0.79
C -3.98746 0.16707 3.98068 -0.37 -0.08 1.15 -0.56
C -1.95324 -3.22111 -3.33629 0.61 0.89 1.05 -0.35
C 0.32486 3.21394 -4.51055 0.16 0.04 -0.11 -1.76
C 2.61261 -2.30577 -3.65024 -0.32 -0.19 0.06 2.20
C -0.95476 -1.77037 -1.19846 -1.03 -0.86 -0.95 -1.03
C -5.10475 -0.66575 4.08483 -0.73 0.20 -0.12 0.63
C -0.12876 2.24741 -3.40052 -0.18 -0.11 0.02 2.21
C -7.31077 -2.38953 4.54627 0.13 1.06 0.29 -0.65
C -7.34680 -1.08051 5.02129 -0.47 -0.74 -0.12 -0.71
C 2.49054 -1.21496 2.22399 -0.10 -0.36 -0.41 0.06
C 4.63064 -2.58670 2.41821 0.06 0.12 0.32 -1.86
C -7.56663 1.60232 5.83171 -0.58 0.19 0.12 -1.38
C 1.86101 -0.04293 1.72989 -0.12 0.04 0.06 -0.43
C 0.71715 -1.61202 -5.15782 0.08 0.10 -0.15 -0.20
C -1.17790 -3.89666 -2.37660 -0.62 0.41 -0.34 -0.40
C 3.46461 -2.19763 1.48963 -0.38 -0.03 0.09 2.51
C -0.25675 -0.75888 -5.65350 0.02 0.15 0.12 -1.49
C -0.44787 0.46023 -5.03594 0.17 -0.34 -0.08 -0.45
C -1.94305 -1.20459 -2.04839 0.52 -0.37 0.67 0.02
C 3.95828 -1.60282 -3.46807 0.15 0.30 -0.01 -1.10
C 1.19601 0.85505 2.62840 -0.13 0.04 -0.35 -0.26
C 3.47037 1.60955 -3.92764 0.14 -0.20 0.75 -0.59
C 1.45044 -1.31816 -4.00567 -0.03 -0.43 0.14 0.16
C -5.16689 3.13534 5.94339 0.42 0.65 0.23 -0.87
C 1.61935 3.12345 1.53131 0.30 0.00 -0.37 -1.41
C -1.64700 2.40224 -3.23922 -0.27 0.01 0.04 -1.90
C 2.14283 -1.63240 3.51123 0.09 0.22 0.39 -1.12
C -0.72687 -3.17333 -1.28402 -0.32 0.68 0.15 -0.27
C -0.64031 1.98021 1.30609 0.04 -0.17 -0.30 -0.08
C 4.69964 2.17213 -1.89617 -0.21 -0.18 -0.43 -1.47
C 5.54192 2.87225 -4.05158 -0.16 -0.13 0.08 -0.66
C -5.11634 -1.99545 3.58849 -0.54 -0.66 -0.09 -0.68
H 5.17385 -1.69057 2.74460 -0.08 -0.16 -0.03 0.39
H -0.42931 1.25289 0.52205 -0.16 0.27 0.05 -0.60
H -2.23139 -0.16539 -1.88293 0.08 -0.39 -0.11 0.62
H -3.09861 -0.15494 3.44091 -0.09 0.01 0.15 0.59
H 1.74952 -3.17342 0.57842 0.29 -0.11 0.09 0.30
H 4.59363 -0.69212 0.36848 -0.02 -0.15 0.07 0.43
H -3.97377 4.77547 6.64923 0.04 -0.33 -0.05 0.39
H -6.08250 3.58544 6.32031 0.35 -0.13 -0.15 0.23
H 1.20104 -1.15470 5.38043 0.12 0.10 -0.18 0.40
H 6.51699 3.28989 -2.15370 -0.22 -0.09 -0.19 0.43
H -0.11839 -3.65407 -0.51559 -0.07 0.16 -0.34 0.43
H 2.17812 2.64454 0.73037 -0.12 0.10 0.04 0.03
H 0.89946 3.26032 4.09317 -0.12 -0.01 -0.03 0.44
H 3.67131 -4.01159 -4.49200 -0.18 0.21 0.09 0.41
H 3.95156 -0.93211 -2.60648 0.12 -0.15 -0.20 -0.13
H -8.42056 1.20626 5.27353 0.27 0.15 0.11 0.50
H -1.12694 1.17131 -5.49958 0.17 -0.18 0.17 0.47
H 4.22227 -1.01599 -4.35684 0.02 -0.12 0.18 0.41
H -0.76132 2.63038 3.89519 0.35 0.13 -0.18 -0.09
H 4.84007 -2.37622 -0.14923 -0.15 0.15 0.16 0.57
H 4.74872 -2.34964 -3.29269 -0.28 0.18 -0.09 0.55
H -0.24133 4.04449 2.99091 0.11 -0.24 0.03 0.51
H -0.93591 -4.94257 -2.54175 0.19 0.26 0.01 0.46
H -7.62364 2.69236 5.77784 0.07 -0.40 -0.11 0.40
H 2.47093 -2.61409 3.85491 -0.08 0.38 -0.05 0.34
H 2.35371 -4.01926 2.01587 0.10 0.12 -0.18 0.45
H -2.02413 1.72490 -2.46410 0.02 0.20 -0.12 0.24
H 4.34493 2.30040 -5.76684 0.05 0.03 0.38 0.47
H -4.23972 -2.33408 3.03026 -0.32 0.00 0.21 0.49
H -0.96274 2.91947 0.83748 -0.02 -0.17 0.15 0.58
H 6.29745 3.37929 -4.65462 -0.22 -0.16 0.20 0.40
H -1.82858 1.42888 4.89768 -0.35 0.41 0.05 0.72
H 2.62748 1.13175 -4.42724 0.43 0.21 0.10 1.37
H 1.11205 4.00591 1.12459 0.14 -0.05 0.06 0.45
H 1.93796 -4.02960 -4.83176 0.19 0.14 -0.05 0.49
H 3.02347 -2.91446 -5.71551 -0.02 -0.13 0.12 0.45
H 4.76335 2.12966 -0.80799 0.12 0.03 -0.38 0.40
H 1.47856 -3.79040 -2.53855 0.26 0.16 -0.03 0.30
H 1.84438 -2.32400 -1.63369 0.22 -0.48 -0.08 -0.18
H 3.13104 -3.53042 -1.92046 -0.21 0.12 -0.17 0.67
H -1.87338 3.43341 -2.93616 0.01 -0.21 -0.06 0.53
H -0.18433 3.00939 -5.45898 0.13 0.11 0.18 0.35
H 0.06519 3.68586 -1.82044 0.12 -0.23 -0.12 0.89
H 0.60703 1.13952 4.68997 0.11 -0.31 -0.35 0.61
H 3.25288 -4.12807 0.47958 -0.11 0.18 0.22 0.39
H -3.18328 -1.51610 -3.79920 0.33 0.06 0.02 0.40
H -8.20476 -0.75341 5.60614 0.27 -0.18 -0.24 0.40
H 1.57239 2.84048 -2.18108 -0.26 0.01 0.11 -0.01
H -1.47091 1.56706 1.89652 0.08 0.12 -0.04 -0.34
H -0.83350 -1.03850 -6.53155 0.15 0.08 0.13 0.40
H -6.16502 -3.86819 3.46011 0.02 0.30 0.06 0.41
H -2.18645 2.20029 -4.16974 0.02 0.03 0.22 0.32
H 0.09047 4.24708 -4.21493 0.08 -0.25 -0.05 0.45
H -0.42607 -0.90512 0.77020 0.23 -0.24 -0.14 0.62
H 0.25637 2.01248 -1.28595 0.10 0.24 -0.09 -0.54
H 3.35988 -1.54253 -0.57097 0.21 0.06 0.17 0.26
H 4.30974 -3.13367 3.31156 0.08 0.12 -0.18 0.33
H -7.65804 1.30028 6.88700 0.15 0.04 -0.35 0.41
H 5.34342 -3.22960 1.88583 -0.24 0.13 0.01 0.47
H 2.34690 3.45271 2.28290 -0.09 0.00 -0.14 0.45
H 1.40740 3.13770 -4.67858 -0.26 0.09 0.03 0.37
H 0.91114 -2.51867 -5.72277 0.01 0.22 0.22 0.36
H -1.80737 3.64062 6.10574 -0.21 -0.15 -0.12 0.46
H -8.15325 -3.05526 4.73600 0.28 0.19 -0.01 0.41